Molecular formula: C48H49As2BrN4O8PRuS
Method: DFT, wB97M-V/def2-TZVPD

The HOMO energy (spin up / spin down) is -11.53 / -12.13 eV. For the gap between HOMO and LUMO (spin up / spin down), the calculation gives 5.99 / 6.35 eV. As for the total charge: +2. The multiplicity is 2. Its largest force on an atom is 1.130 eV/A. As for the expectation value of S²: 0.7595.

XYZ file:
```
115
Properties=species:S:1:pos:R:3:forces:R:3
Ru 0.523 -0.462 -0.374 0.59 -0.45 0.85
C 4.799 1.324 4.185 -0.01 0.00 0.00
C 4.215 2.104 3.197 0.02 -0.01 0.01
C 3.095 1.641 2.521 0.03 -0.06 0.07
C 2.549 0.397 2.840 0.00 -0.03 0.06
C 3.138 -0.380 3.837 0.00 -0.01 -0.02
C 4.262 0.082 4.503 0.00 0.00 0.00
P 1.045 -0.127 1.984 -0.10 0.25 -0.58
C 1.006 -1.962 2.047 -0.23 0.06 0.00
C -0.170 -2.615 2.729 -0.07 0.01 -0.04
C -0.200 -4.178 2.629 -0.03 0.03 -0.01
C 0.673 -4.776 1.557 0.05 0.00 0.05
C 1.677 -4.090 1.024 0.02 0.04 -0.02
C 1.869 -2.668 1.304 0.06 -0.05 -0.20
C -0.329 0.349 3.070 -0.08 -0.01 0.09
C -0.233 1.487 3.870 0.00 -0.02 -0.02
C -1.339 1.963 4.558 0.00 -0.01 0.00
C -2.553 1.295 4.470 0.01 0.00 0.00
C -2.655 0.139 3.711 -0.01 0.00 -0.01
C -1.553 -0.330 3.006 0.11 0.00 -0.02
H 5.674 1.682 4.710 0.00 0.00 -0.01
H 4.631 3.071 2.947 -0.01 -0.01 0.01
H 2.653 2.247 1.743 -0.04 0.05 -0.05
H 2.724 -1.349 4.089 0.01 0.01 0.01
H 4.720 -0.525 5.273 0.00 0.01 0.00
H -0.162 -2.348 3.786 0.06 -0.03 0.03
H 0.174 -4.557 3.585 -0.03 -0.02 0.00
H 0.523 -5.822 1.318 0.00 0.01 0.02
H 2.358 -4.573 0.334 0.00 0.01 0.00
H 2.712 -2.176 0.838 0.00 -0.04 0.07
H 0.712 2.011 3.949 -0.02 -0.01 -0.01
H -1.251 2.851 5.168 0.00 -0.01 0.00
H -3.415 1.660 5.013 0.01 0.00 -0.01
H -3.588 -0.411 3.671 0.01 0.01 0.00
Br -4.899 -5.172 -2.105 0.04 0.03 -0.02
C -3.309 -4.152 -2.084 -0.05 -0.07 0.00
C -3.376 -2.770 -2.166 -0.03 0.06 0.00
C -2.212 -2.022 -2.107 0.04 0.07 -0.06
C -0.981 -2.650 -1.982 -0.01 -0.04 0.15
C -0.922 -4.041 -1.921 0.11 0.05 0.08
C -2.086 -4.796 -1.978 -0.01 -0.02 -0.03
N 0.211 -1.872 -1.834 -0.22 0.01 -0.22
C 1.264 -2.261 -2.458 -0.06 -0.18 -0.23
C 2.519 -1.625 -2.130 0.22 0.04 -0.02
C 3.699 -1.856 -2.821 -0.11 -0.05 -0.07
C 4.846 -1.189 -2.428 0.04 0.07 0.07
C 4.768 -0.320 -1.350 0.05 -0.04 -0.08
C 3.559 -0.148 -0.700 -0.05 -0.03 -0.02
N 2.448 -0.791 -1.072 -0.06 0.12 0.10
H -4.335 -2.282 -2.279 0.02 0.01 0.00
H -2.247 -0.946 -2.180 -0.02 0.03 -0.04
H 0.030 -4.542 -1.794 0.01 0.03 -0.03
H -2.041 -5.877 -1.940 0.01 -0.01 -0.02
H 1.224 -3.059 -3.195 0.03 -0.01 0.03
H 3.700 -2.537 -3.663 0.02 0.01 0.01
H 5.778 -1.336 -2.954 -0.01 0.00 0.00
H 5.631 0.233 -1.007 0.00 -0.01 -0.02
H 3.466 0.531 0.134 -0.02 0.00 0.02
C -2.210 -4.581 4.890 -0.03 0.03 -0.04
N -2.456 -4.832 3.477 -0.01 -0.11 0.08
C -3.789 -5.211 2.968 0.02 0.07 -0.03
C -3.606 -5.166 1.436 0.04 0.03 0.06
N -2.169 -4.890 1.314 0.02 -0.07 0.06
C -1.616 -4.651 2.487 -0.07 0.03 -0.02
S -1.701 -1.838 2.077 -0.04 -0.04 0.15
H -2.986 -5.077 5.466 0.00 -0.02 -0.01
H -2.245 -3.512 5.105 -0.01 0.01 -0.01
H -1.251 -4.993 5.197 0.02 0.01 -0.02
H -4.532 -4.497 3.317 0.00 0.01 0.01
H -4.053 -6.201 3.337 0.01 -0.02 0.00
H -4.178 -4.365 0.971 0.00 0.00 0.00
H -3.861 -6.106 0.952 0.00 0.00 0.00
H -1.698 -4.735 0.433 -0.02 0.05 -0.01
C 1.048 0.306 -5.163 -0.02 0.01 0.01
O 0.405 0.423 -3.881 -0.02 -0.05 -0.03
C 1.134 1.020 -2.927 0.03 0.06 0.03
O 2.285 1.351 -3.093 0.00 -0.01 0.00
C 0.371 1.165 -1.639 -0.07 0.17 -0.01
C -1.003 1.625 -1.759 -0.03 0.09 -0.10
As -1.500 2.893 -3.142 -0.06 -0.03 -0.02
C -2.920 3.969 -2.312 0.02 -0.03 0.01
C -0.073 4.197 -2.783 0.15 0.07 0.08
C 0.961 4.083 -1.952 -0.10 0.13 -0.17
As 1.324 2.655 -0.657 0.05 -0.03 0.01
C -0.057 3.199 0.641 0.07 0.06 0.00
C 1.950 5.183 -1.725 -0.09 0.04 -0.05
O 2.352 5.420 -0.609 0.02 -0.02 0.06
O 2.345 5.802 -2.827 -0.01 -0.07 0.01
C 3.205 6.940 -2.628 -0.01 -0.01 0.01
C -0.334 5.489 -3.514 0.10 0.02 0.05
O -0.436 6.554 -2.967 -0.02 -0.04 0.00
O -0.522 5.281 -4.817 -0.06 -0.03 -0.02
C -0.838 6.457 -5.590 0.02 -0.01 0.00
C -1.870 1.066 -0.788 0.02 -0.11 0.09
O -1.484 0.149 -0.017 -0.19 0.09 -0.05
O -3.122 1.505 -0.731 -0.01 -0.03 0.00
C -3.970 0.927 0.271 0.02 -0.01 -0.01
H 0.376 -0.285 -5.777 -0.01 0.00 0.00
H 2.017 -0.181 -5.061 0.01 -0.01 0.00
H 1.191 1.293 -5.598 0.01 0.02 0.01
H -3.871 3.458 -2.435 -0.01 0.00 0.01
H -2.954 4.913 -2.855 0.00 0.00 -0.01
H -2.732 4.165 -1.260 0.00 0.01 0.00
H -0.864 3.750 0.164 -0.01 -0.01 -0.02
H 0.434 3.855 1.361 -0.01 0.01 -0.01
H -0.450 2.329 1.165 -0.02 -0.02 0.01
H 3.559 7.215 -3.615 -0.01 0.00 -0.01
H 4.034 6.677 -1.977 0.01 0.00 0.00
H 2.631 7.752 -2.186 0.00 0.00 0.01
H -1.112 6.095 -6.574 0.01 -0.01 -0.01
H 0.034 7.104 -5.648 0.01 0.00 0.02
H -1.659 7.000 -5.129 -0.02 0.00 0.00
H -4.958 1.332 0.084 -0.01 0.01 0.01
H -3.621 1.211 1.262 0.01 0.01 0.03
H -3.978 -0.160 0.186 0.00 -0.01 -0.02
```
Forces are in eV/Å.

Molecular formula: C48H49ClN2O6PRuSi2
Method: DFT, wB97M-V/def2-TZVPD

The HOMO energy (spin up / spin down) is -0.01 / -2.07 eV. For the gap between HOMO and LUMO (spin up / spin down), the calculation gives 3.97 / 6.03 eV. As for the total charge: -2. The multiplicity is 6. Its largest force on an atom is 0.405 eV/A. As for the expectation value of S²: 8.7914.

XYZ file:
```
110
Properties=species:S:1:pos:R:3:forces:R:3
Ru -0.351 -0.305 0.131 -0.38 0.12 -0.02
C -1.625 0.660 4.021 -0.02 0.01 -0.02
O -2.021 2.019 3.828 0.00 -0.04 0.04
C -1.991 2.561 2.560 0.05 -0.05 -0.05
C -3.135 3.507 2.389 -0.04 -0.01 0.08
C -3.113 4.450 1.165 0.01 0.01 -0.11
C -2.064 4.097 0.175 0.01 -0.01 0.07
C -1.277 3.020 0.292 -0.12 0.14 -0.11
C -0.481 2.717 -0.898 -0.03 -0.06 0.00
N -0.097 1.546 -1.196 0.21 -0.12 -0.25
N 0.564 1.392 -2.407 -0.04 -0.02 0.14
C 1.308 0.302 -2.325 -0.10 -0.05 0.05
O 1.448 -0.422 -1.300 0.30 0.06 -0.04
C 2.014 -0.118 -3.582 -0.06 0.00 0.04
C 2.705 -1.326 -3.583 -0.03 0.04 0.03
C 3.332 -1.765 -4.742 0.00 0.00 -0.02
C 3.268 -1.006 -5.903 0.01 -0.03 -0.01
C 2.572 0.197 -5.904 0.01 -0.01 0.01
C 1.946 0.638 -4.748 0.04 0.04 -0.04
C -1.200 2.181 1.531 -0.08 0.10 0.07
O -0.329 1.182 1.585 0.20 -0.02 0.09
H -1.859 0.438 5.063 0.02 0.00 0.00
H -0.569 0.505 3.816 -0.10 -0.04 -0.02
H -2.190 -0.012 3.373 -0.02 -0.01 -0.02
H -3.317 4.040 3.326 0.02 -0.03 0.00
H -3.087 5.519 1.400 0.02 0.00 0.00
H -2.017 4.680 -0.740 0.00 0.00 0.00
H -0.287 3.532 -1.598 0.03 0.01 -0.01
H 2.697 -1.920 -2.677 0.00 0.00 -0.01
H 3.861 -2.711 -4.739 0.00 0.00 -0.01
H 3.751 -1.354 -6.810 0.00 0.00 0.01
H 2.512 0.788 -6.811 0.00 0.00 0.00
H 1.395 1.569 -4.731 -0.01 -0.01 0.02
O -0.153 -1.813 2.243 0.19 -0.24 0.10
C -1.132 -1.549 1.535 -0.14 0.11 -0.27
C -2.465 -1.993 1.628 -0.02 -0.04 0.10
C -2.856 -2.911 2.658 0.04 -0.01 0.00
C -4.162 -3.265 2.832 -0.01 -0.04 0.05
C -5.185 -2.724 2.011 0.02 0.00 0.00
C -4.825 -1.836 1.005 -0.03 0.03 -0.05
C -3.503 -1.485 0.765 0.06 -0.06 0.01
P -2.959 -0.240 -0.414 -0.23 0.24 0.07
C -3.985 1.217 0.015 -0.01 -0.09 0.18
C -4.382 2.220 -0.991 -0.01 0.05 -0.05
C -4.717 3.464 -0.651 -0.01 -0.02 -0.06
C -4.551 3.953 0.754 -0.04 0.07 0.02
C -4.469 2.849 1.846 0.03 -0.03 0.00
C -4.185 1.484 1.313 0.05 -0.04 -0.06
C -3.527 -0.616 -2.116 0.02 -0.05 0.01
C -4.757 -1.181 -2.446 0.01 0.05 -0.03
C -5.109 -1.379 -3.774 -0.03 0.00 0.03
C -4.231 -1.022 -4.790 0.03 0.01 -0.02
C -3.000 -0.470 -4.470 -0.02 0.00 -0.03
C -2.649 -0.268 -3.141 0.02 -0.02 -0.04
H -2.079 -3.306 3.302 -0.01 0.01 -0.01
H -4.423 -3.959 3.625 0.00 0.00 -0.01
H -6.225 -2.982 2.175 0.01 0.01 0.00
H -5.610 -1.372 0.418 0.00 0.00 -0.02
H -4.449 1.900 -2.025 0.01 0.01 0.01
H -5.057 4.157 -1.415 0.00 0.02 0.03
H -5.295 4.715 0.997 -0.01 -0.01 -0.03
H -5.285 2.839 2.574 0.00 0.00 0.00
H -3.965 0.719 2.052 -0.01 0.00 0.00
H -5.439 -1.484 -1.664 -0.02 0.01 0.02
H -6.067 -1.826 -4.016 0.01 0.00 0.00
H -4.496 -1.201 -5.826 0.00 0.00 0.01
H -2.295 -0.213 -5.252 -0.01 -0.01 0.01
H -1.673 0.139 -2.899 -0.02 0.01 0.02
Cl -3.356 -4.786 -6.683 0.00 0.00 0.01
C -2.443 -4.258 -5.276 -0.01 -0.02 -0.05
C -1.088 -4.007 -5.408 -0.03 0.01 -0.01
C -0.378 -3.587 -4.293 0.08 0.02 0.04
C -1.019 -3.384 -3.077 -0.06 -0.08 0.09
C -2.382 -3.634 -2.977 0.03 0.01 0.01
C -3.102 -4.091 -4.072 0.01 -0.03 0.04
C -0.232 -2.870 -1.875 0.14 0.06 -0.17
O 0.916 -3.285 -1.723 -0.20 0.02 0.03
O -0.893 -2.020 -1.191 0.14 -0.05 0.05
H -0.602 -4.136 -6.367 0.00 0.00 0.01
H 0.687 -3.396 -4.356 -0.03 0.00 0.00
H -2.877 -3.447 -2.031 -0.01 -0.02 -0.02
H -4.163 -4.288 -3.999 0.01 0.01 -0.01
C 2.835 -2.576 0.860 0.15 -0.06 0.00
Si 3.321 -1.336 2.162 -0.04 0.06 0.07
C 5.218 -1.321 2.251 0.03 0.01 0.00
C 2.699 -1.905 3.847 0.03 -0.01 0.06
C 2.746 0.395 1.831 -0.14 0.15 -0.09
Si 2.884 1.906 2.884 -0.03 -0.15 0.00
C 2.144 1.652 4.600 0.02 0.04 -0.01
C 4.709 2.349 3.141 -0.01 0.04 0.03
C 2.070 3.397 2.089 0.12 0.06 -0.01
H 3.574 -3.387 0.844 -0.09 -0.01 0.02
H 2.773 -2.160 -0.147 -0.03 0.08 0.05
H 1.855 -2.998 1.077 -0.05 -0.01 -0.02
H 5.582 -2.301 2.575 0.00 0.02 -0.01
H 5.606 -0.567 2.942 -0.04 -0.06 -0.03
H 5.638 -1.119 1.262 0.01 0.01 0.02
H 2.959 -2.959 3.990 0.01 0.02 0.03
H 1.610 -1.820 3.883 0.05 0.00 -0.04
H 3.126 -1.332 4.677 0.00 -0.03 -0.08
H 2.166 0.565 0.918 0.17 -0.13 0.07
H 2.770 1.014 5.231 -0.03 0.02 -0.06
H 1.154 1.197 4.528 0.09 0.05 0.01
H 2.034 2.622 5.095 0.00 -0.03 0.03
H 5.267 1.539 3.616 -0.05 0.04 -0.01
H 4.790 3.237 3.777 0.02 -0.01 -0.01
H 5.189 2.572 2.184 0.01 -0.01 0.01
H 0.987 3.364 2.201 -0.06 -0.03 0.03
H 2.288 3.443 1.018 0.02 -0.01 0.04
H 2.443 4.316 2.557 -0.04 -0.01 -0.04
```
Forces are in eV/Å.

For the records above, the corresponding energy above the lowest of the compared OMol25 structures with the same formula, charge and spin values read 0.000, 2.375 eV.